# 1
{"formula": "C3H14N3OP", "method": "ωB97M-V/def2-TZVPD", "total_charge": 2, "de_lowest_ev": 0.017, "homo_lumo_gap_ev": 7.6, "elements": ["C", "C", "C", "N", "N", "N", "O", "P", "H", "H", "H", "H", "H", "H", "H", "H", "H", "H", "H", "H", "H", "H"], "positions_angstrom": [[1.06, 2.23, 0.69], [1.34, -1.24, -1.04], [-3.19, -1.25, -0.07], [0.83, 1.28, -0.40], [2.68, -0.86, -0.61], [-3.85, -0.10, -0.01], [0.55, -0.42, 1.54], [0.09, -0.20, -0.01], [0.56, 1.99, 1.72], [2.09, 2.21, 0.95], [0.77, 3.23, 0.40], [1.10, -2.22, -1.00], [1.16, -0.94, -2.09], [-2.65, -1.64, 0.76], [-3.10, -1.89, -0.95], [0.22, 1.74, -0.96], [3.53, -1.23, -1.15], [2.65, 0.16, -0.50], [2.73, -1.05, 0.48], [-4.38, 0.43, -0.76], [-3.95, 0.44, 0.85], [-0.22, -0.68, 2.15]], "mulliken_charge": [-0.770, -0.706, -0.141, -0.423, -0.305, -0.198, -0.522, 0.352, 0.247, 0.245, 0.396, 0.449, 0.385, 0.347, 0.320, 0.290, 0.368, 0.294, 0.398, 0.311, 0.304, 0.361]}

# 2
{"formula": "C43H107BN3O14", "method": "ωB97M-V/def2-TZVPD", "total_charge": 1, "de_lowest_ev": 0.396, "homo_lumo_gap_ev": 8.6, "elements": ["C", "C", "C", "C", "O", "C", "O", "C", "C", "N", "C", "C", "C", "O", "C", "N", "C", "C", "C", "N", "C", "C", "B", "O", "O", "H", "H", "H", "H", "H", "H", "H", "H", "H", "H", "H", "H", "H", "H", "H", "H", "H", "H", "H", "H", "H", "H", "H", "H", "H", "H", "H", "H", "H", "H", "H", "H", "H", "H", "H", "C", "C", "C", "O", "H", "H", "H", "H", "H", "H", "H", "H", "C", "C", "C", "O", "H", "H", "H", "H", "H", "H", "H", "H", "C", "C", "C", "O", "H", "H", "H", "H", "H", "H", "H", "H", "C", "C", "C", "O", "H", "H", "H", "H", "H", "H", "H", "H", "C", "C", "C", "O", "H", "H", "H", "H", "H", "H", "H", "H", "C", "C", "C", "O", "H", "H", "H", "H", "H", "H", "H", "H", "C", "C", "C", "O", "H", "H", "H", "H", "H", "H", "H", "H", "C", "C", "C", "O", "H", "H", "H", "H", "H", "H", "H", "H", "C", "C", "C", "O", "H", "H", "H", "H", "H", "H", "H", "H"], "positions_angstrom": [[-2.34, 0.25, 1.07], [-3.57, 0.54, 0.56], [-3.86, 0.61, -0.93], [-4.22, -0.78, -1.47], [-3.03, -1.51, -1.69], [-3.18, -2.81, -2.19], [-1.95, -3.20, -2.72], [-0.97, -3.60, -1.74], [-0.40, -5.01, -1.93], [-0.90, -6.07, -1.06], [-2.19, -6.67, -1.42], [-3.25, -6.69, -0.31], [-3.29, -8.00, 0.46], [-4.54, -6.39, -0.88], [-4.14, -2.90, -3.37], [-5.41, -2.13, -3.17], [-6.42, -2.92, -2.33], [-7.37, -2.15, -1.42], [-8.71, -1.73, -2.06], [-9.84, -1.86, -1.15], [-5.10, -0.73, -2.71], [-4.62, 0.07, -3.94], [-3.10, 0.04, -4.42], [-2.86, -0.34, -5.73], [-2.11, 0.47, -3.58], [-2.18, 0.14, 2.13], [-1.48, 0.14, 0.41], [-4.41, 0.76, 1.22], [-2.98, 0.98, -1.45], [-4.71, 1.27, -1.12], [-4.80, -1.28, -0.68], [-3.50, -3.48, -1.38], [-0.16, -2.86, -1.80], [-1.41, -3.49, -0.74], [-0.58, -5.32, -2.97], [0.68, -4.95, -1.81], [-0.92, -5.73, -0.11], [-1.99, -7.70, -1.73], [-2.62, -6.16, -2.30], [-3.06, -5.85, 0.38], [-3.72, -7.86, 1.45], [-2.29, -8.44, 0.56], [-3.94, -8.70, -0.07], [-4.66, -6.99, -1.61], [-3.66, -2.54, -4.28], [-4.40, -3.95, -3.53], [-5.81, -2.05, -4.10], [-7.02, -3.48, -3.06], [-5.86, -3.67, -1.76], [-6.90, -1.27, -0.97], [-7.59, -2.82, -0.58], [-8.67, -0.69, -2.41], [-8.93, -2.38, -2.91], [-9.64, -1.44, -0.26], [-10.04, -2.84, -1.00], [-6.04, -0.28, -2.39], [-4.90, 1.12, -3.75], [-5.24, -0.23, -4.79], [-2.19, -0.99, -5.88], [-1.26, 0.04, -3.69], [1.92, 1.81, 2.81], [0.80, 2.39, 1.98], [0.96, 3.89, 1.84], [-0.48, 2.06, 2.54], [1.91, 2.22, 3.82], [1.82, 0.72, 2.90], [2.89, 2.03, 2.36], [0.80, 1.93, 0.99], [0.91, 4.38, 2.82], [0.16, 4.31, 1.23], [1.92, 4.14, 1.39], [-0.52, 2.45, 3.43], [-4.08, 2.25, 5.69], [-3.02, 1.27, 5.22], [-3.44, -0.18, 5.46], [-1.76, 1.54, 5.84], [-4.25, 2.14, 6.76], [-3.76, 3.27, 5.50], [-5.03, 2.08, 5.18], [-2.83, 1.42, 4.16], [-3.59, -0.35, 6.53], [-2.66, -0.86, 5.11], [-4.37, -0.41, 4.94], [-1.87, 1.43, 6.79], [5.84, 3.55, -0.66], [4.40, 3.98, -0.44], [3.75, 4.46, -1.73], [4.33, 5.00, 0.56], [6.43, 4.39, -1.03], [6.29, 3.21, 0.28], [5.91, 2.75, -1.39], [3.84, 3.14, -0.03], [4.29, 5.32, -2.12], [2.72, 4.74, -1.55], [3.77, 3.67, -2.49], [4.82, 5.76, 0.25], [5.67, -1.39, 0.47], [4.65, -0.69, 1.35], [4.11, -1.63, 2.43], [3.58, -0.14, 0.58], [5.21, -2.24, -0.05], [6.05, -0.71, -0.29], [6.51, -1.77, 1.06], [5.12, 0.17, 1.83], [3.60, -2.48, 1.96], [3.39, -1.11, 3.06], [4.92, -2.02, 3.05], [3.14, -0.87, 0.14], [-11.73, -2.96, -4.68], [-13.00, -3.38, -3.97], [-14.06, -2.29, -4.01], [-12.71, -3.74, -2.62], [-11.30, -2.09, -4.17], [-10.99, -3.76, -4.65], [-11.91, -2.69, -5.72], [-13.40, -4.28, -4.44], [-13.68, -1.39, -3.51], [-14.96, -2.61, -3.50], [-14.32, -2.02, -5.04], [-12.37, -2.95, -2.19], [10.32, -4.71, 1.23], [9.49, -3.55, 0.70], [10.34, -2.32, 0.42], [8.44, -3.23, 1.61], [10.80, -4.42, 2.18], [9.70, -5.58, 1.42], [11.11, -4.99, 0.53], [8.99, -3.86, -0.22], [10.80, -1.98, 1.35], [9.73, -1.51, 0.03], [11.14, -2.54, -0.29], [8.84, -2.96, 2.44], [2.56, 6.93, 4.64], [1.11, 7.30, 4.89], [0.43, 7.81, 3.62], [0.99, 8.26, 5.94], [3.12, 7.81, 4.31], [3.02, 6.57, 5.56], [2.66, 6.17, 3.87], [0.57, 6.42, 5.25], [0.93, 8.71, 3.26], [-0.61, 8.05, 3.81], [0.47, 7.06, 2.82], [1.45, 9.05, 5.66], [8.61, 1.00, 2.83], [7.90, 0.92, 4.17], [7.64, 2.30, 4.76], [8.64, 0.12, 5.09], [9.59, 1.48, 2.95], [8.78, 0.00, 2.44], [8.03, 1.57, 2.11], [6.95, 0.40, 4.05], [8.58, 2.82, 4.93], [7.12, 2.22, 5.72], [7.03, 2.91, 4.09], [9.49, 0.55, 5.24], [7.73, 3.95, -4.79], [6.29, 4.40, -4.60], [5.65, 4.83, -5.91], [6.22, 5.46, -3.64], [8.33, 4.77, -5.18], [8.16, 3.64, -3.83], [7.79, 3.11, -5.48], [5.71, 3.59, -4.16], [6.20, 5.67, -6.34], [4.62, 5.14, -5.75], [5.66, 4.01, -6.63], [6.72, 6.20, -3.98]], "mulliken_charge": [-0.882, -0.297, -1.016, 0.101, -0.059, 0.903, -0.442, -0.099, -1.136, -0.262, -0.694, 0.369, -1.327, -0.519, -1.730, 0.124, -0.078, -0.588, -0.561, -0.607, -0.288, -1.630, 0.654, -0.660, -0.396, 0.245, 0.179, 0.476, 0.399, 0.495, 0.401, 0.381, 0.353, 0.263, 0.363, 0.411, 0.291, 0.358, 0.167, 0.285, 0.361, 0.373, 0.323, 0.335, 0.403, 0.466, 0.581, 0.612, -0.072, 0.166, 0.512, 0.214, 0.247, 0.242, 0.300, 0.796, 0.329, 0.274, 0.317, 0.250, -1.241, 0.495, -0.958, -0.358, 0.479, 0.152, 0.281, 0.259, 0.129, 0.429, 0.047, 0.258, -1.455, 1.033, -1.443, -0.533, 0.367, 0.358, 0.355, -0.095, 0.430, 0.332, 0.351, 0.327, -1.354, 0.924, -1.218, -0.494, 0.296, 0.327, 0.316, -0.062, 0.221, 0.332, 0.327, 0.341, -1.378, 0.941, -1.415, -0.448, 0.416, 0.276, 0.316, 0.019, 0.390, 0.290, 0.369, 0.253, -1.059, 0.298, -1.232, -0.554, 0.194, 0.270, 0.409, 0.326, 0.319, 0.321, 0.370, 0.335, -1.337, 0.442, -1.257, -0.507, 0.354, 0.323, 0.382, 0.259, 0.316, 0.274, 0.418, 0.322, -1.030, 0.412, -1.071, -0.579, 0.333, 0.325, 0.187, 0.208, 0.332, 0.329, 0.217, 0.352, -0.736, 0.623, -1.317, -0.575, 0.428, 0.124, 0.066, 0.026, 0.346, 0.356, 0.314, 0.360, -1.398, 0.717, -1.431, -0.471, 0.354, 0.328, 0.378, 0.172, 0.356, 0.335, 0.378, 0.302]}

# 3
{"formula": "C43H116N14O15", "method": "ωB97M-V/def2-TZVPD", "smiles": "COC[C@H](C)N.COC[C@H](C)N.COC[C@H](C)N.COC[C@H](C)N.COCCNCCOC.COCCNCCOC.COCCNCCOC.COCCNCCOC.NC(N)=O.NC(N)=O.NC(N)=O", "de_lowest_ev": 3.838, "homo_lumo_gap_ev": 8.3, "elements": ["C", "O", "C", "C", "C", "N", "H", "H", "H", "H", "H", "H", "H", "H", "H", "H", "H", "C", "O", "C", "C", "C", "N", "H", "H", "H", "H", "H", "H", "H", "H", "H", "H", "H", "C", "O", "C", "C", "C", "N", "H", "H", "H", "H", "H", "H", "H", "H", "H", "H", "H", "C", "O", "C", "C", "C", "N", "H", "H", "H", "H", "H", "H", "H", "H", "H", "H", "H", "C", "O", "C", "C", "N", "C", "C", "O", "C", "H", "H", "H", "H", "H", "H", "H", "H", "H", "H", "H", "H", "H", "H", "H", "C", "O", "C", "C", "N", "C", "C", "O", "C", "H", "H", "H", "H", "H", "H", "H", "H", "H", "H", "H", "H", "H", "H", "H", "C", "O", "C", "C", "N", "C", "C", "O", "C", "H", "H", "H", "H", "H", "H", "H", "H", "H", "H", "H", "H", "H", "H", "H", "C", "O", "C", "C", "N", "C", "C", "O", "C", "H", "H", "H", "H", "H", "H", "H", "H", "H", "H", "H", "H", "H", "H", "H", "N", "C", "N", "O", "H", "H", "H", "H", "N", "C", "N", "O", "H", "H", "H", "H", "N", "C", "N", "O", "H", "H", "H", "H"], "positions_angstrom": [[13.88, -2.17, -7.86], [13.50, -0.97, -7.24], [12.13, -0.57, -7.63], [11.62, 0.82, -7.27], [11.43, 0.97, -5.78], [10.37, 1.12, -7.84], [13.47, -3.05, -7.37], [14.93, -2.22, -7.57], [13.66, -2.22, -8.93], [12.01, -0.62, -8.71], [11.42, -1.27, -7.19], [12.31, 1.50, -7.78], [10.78, 0.20, -5.37], [10.97, 1.92, -5.51], [12.43, 0.94, -5.35], [10.11, 2.02, -7.46], [9.75, 0.44, -7.43], [8.59, -4.65, -12.14], [7.65, -4.95, -11.07], [6.35, -4.45, -11.25], [5.49, -4.89, -10.06], [5.22, -6.45, -9.88], [4.22, -4.17, -10.01], [9.56, -4.89, -11.71], [8.54, -3.61, -12.45], [8.33, -5.18, -13.06], [6.30, -3.38, -11.45], [5.92, -4.84, -12.18], [6.10, -4.54, -9.22], [4.93, -6.86, -10.85], [4.38, -6.71, -9.23], [6.05, -6.98, -9.40], [4.08, -4.03, -9.02], [4.31, -3.22, -10.33], [15.67, -8.20, -10.52], [15.14, -9.51, -10.23], [13.85, -9.52, -10.70], [13.28, -10.96, -10.72], [13.79, -11.80, -11.93], [11.85, -10.99, -10.84], [15.69, -7.96, -11.59], [16.68, -8.22, -10.11], [15.14, -7.42, -9.99], [13.19, -8.82, -10.18], [13.82, -9.18, -11.74], [13.49, -11.44, -9.76], [13.31, -12.74, -12.20], [14.87, -11.92, -11.82], [13.66, -11.14, -12.79], [11.45, -11.91, -10.68], [11.48, -10.31, -10.20], [13.76, -2.95, -18.15], [14.71, -3.37, -17.23], [14.50, -2.63, -16.08], [15.45, -3.41, -15.09], [15.10, -4.91, -14.77], [15.45, -2.67, -13.82], [13.81, -3.46, -19.12], [13.90, -1.90, -18.44], [12.77, -3.07, -17.72], [14.83, -1.61, -16.26], [13.46, -2.56, -15.78], [16.46, -3.29, -15.50], [14.09, -4.99, -14.37], [15.78, -5.29, -14.01], [15.17, -5.55, -15.65], [14.78, -3.10, -13.20], [16.26, -3.10, -13.39], [7.10, -9.17, -12.73], [7.41, -8.91, -11.35], [8.79, -8.70, -10.98], [8.85, -9.27, -9.54], [10.24, -9.14, -9.05], [10.43, -9.83, -7.73], [11.91, -9.48, -7.21], [12.25, -8.11, -7.44], [13.63, -7.94, -7.29], [7.12, -8.20, -13.23], [6.11, -9.62, -12.83], [7.83, -9.81, -13.24], [8.97, -7.63, -10.97], [9.45, -9.21, -11.69], [8.59, -10.33, -9.60], [8.11, -8.82, -8.87], [10.60, -8.20, -9.05], [10.36, -10.92, -7.79], [9.65, -9.48, -7.05], [12.55, -10.11, -7.83], [12.12, -9.67, -6.16], [13.86, -6.92, -7.61], [14.32, -8.56, -7.87], [13.99, -7.98, -6.27], [12.33, -14.28, -17.25], [13.04, -14.42, -16.02], [12.84, -13.33, -15.02], [11.45, -12.85, -14.76], [11.26, -11.61, -14.03], [11.54, -10.51, -14.98], [11.15, -9.11, -14.47], [12.17, -8.71, -13.66], [11.91, -7.39, -13.26], [12.65, -15.12, -17.87], [12.52, -13.33, -17.74], [11.25, -14.34, -17.18], [13.57, -12.54, -15.22], [13.16, -13.72, -14.06], [10.96, -13.64, -14.19], [10.93, -12.68, -15.71], [11.69, -11.45, -13.13], [11.06, -10.46, -15.96], [12.62, -10.37, -15.09], [10.20, -9.26, -13.96], [10.99, -8.52, -15.37], [11.65, -6.68, -14.05], [12.89, -7.00, -12.98], [11.20, -7.38, -12.44], [7.78, -1.25, -6.19], [8.68, -1.05, -7.32], [8.07, -1.60, -8.49], [9.12, -1.62, -9.61], [9.23, -0.20, -10.13], [10.28, 0.03, -11.11], [9.98, -0.79, -12.36], [10.62, -2.03, -12.36], [10.67, -2.74, -13.60], [8.30, -0.81, -5.34], [7.41, -2.27, -6.11], [6.91, -0.62, -6.32], [7.23, -0.98, -8.82], [7.79, -2.62, -8.25], [8.75, -2.24, -10.42], [10.05, -2.14, -9.37], [9.52, 0.45, -9.42], [11.29, -0.15, -10.74], [10.29, 1.09, -11.36], [10.28, -0.10, -13.15], [8.89, -0.82, -12.42], [9.69, -2.74, -14.08], [11.03, -3.76, -13.53], [11.28, -2.32, -14.40], [17.06, -5.16, -9.28], [17.77, -6.36, -9.04], [19.17, -6.03, -9.10], [20.00, -7.31, -8.99], [21.36, -7.19, -9.45], [22.22, -8.31, -9.10], [23.59, -8.09, -9.76], [23.45, -8.13, -11.25], [24.64, -8.39, -11.96], [17.14, -4.33, -8.58], [15.99, -5.31, -9.35], [17.24, -4.79, -10.29], [19.39, -5.39, -8.25], [19.46, -5.47, -9.98], [19.44, -8.20, -9.28], [20.14, -7.43, -7.91], [21.29, -7.28, -10.46], [21.74, -9.21, -9.47], [22.30, -8.41, -8.01], [24.39, -8.72, -9.39], [23.95, -7.09, -9.56], [25.36, -7.62, -11.68], [24.43, -8.16, -13.00], [25.04, -9.40, -11.92], [10.17, -6.16, -7.09], [9.82, -5.80, -8.32], [8.68, -5.28, -8.37], [10.51, -6.03, -9.29], [11.05, -6.65, -7.05], [9.55, -6.04, -6.30], [8.33, -5.22, -9.31], [8.09, -5.25, -7.55], [13.25, -5.52, -10.27], [13.07, -4.44, -11.03], [12.00, -3.75, -10.61], [13.85, -4.05, -11.82], [14.01, -6.13, -10.52], [12.53, -5.89, -9.67], [11.32, -4.14, -9.98], [11.69, -3.00, -11.22], [13.46, -0.46, -13.05], [13.56, 0.64, -13.74], [14.61, 0.80, -14.44], [12.70, 1.51, -13.68], [14.23, -1.11, -13.12], [12.62, -0.57, -12.50], [15.19, 0.00, -14.64], [14.56, 1.64, -15.00]], "mulliken_charge": [-0.451, -0.496, 0.396, -0.009, -1.481, -0.392, 0.292, 0.274, 0.152, -0.375, 0.156, 0.498, 0.285, 0.425, 0.391, 0.248, 0.245, -1.053, 0.391, -1.074, 1.002, -1.175, -0.734, -0.018, 0.373, 0.503, 0.423, 0.298, -0.305, 0.273, 0.428, 0.105, 0.314, 0.298, 0.132, -0.531, 0.387, 0.504, -2.071, 0.041, 0.491, 0.043, -0.234, -0.308, 0.122, 0.386, 0.521, 0.394, 0.407, 0.298, -0.585, -0.756, -0.378, 0.187, 0.299, -1.327, -0.606, 0.287, 0.313, 0.271, 0.415, -0.430, 0.331, 0.208, 0.417, 0.451, 0.466, 0.291, -0.684, -0.424, 1.216, -1.377, 0.752, -0.850, -0.521, -0.304, -0.832, 0.237, 0.295, 0.253, -0.256, -0.317, 0.489, 0.269, -0.536, 0.347, 0.500, 0.148, 0.460, 0.106, 0.327, 0.401, -0.740, -0.420, -0.123, -0.781, 0.014, -0.649, -0.479, -0.065, -0.651, 0.282, 0.308, 0.292, 0.344, 0.089, 0.219, 0.545, 0.018, 0.511, 0.224, -0.092, 0.473, 0.604, 0.110, -0.011, -0.946, -0.329, -0.930, 1.366, -0.444, -0.358, -1.433, 0.605, -1.118, 0.269, 0.255, 0.367, 0.482, 0.222, -0.564, -0.240, 0.542, -0.088, 0.452, 0.456, 0.276, 0.446, 0.334, 0.037, -0.620, -0.110, -0.630, -0.777, -0.292, -0.549, -0.602, -0.316, -0.773, 0.430, -0.089, 0.351, 0.308, 0.426, 0.385, 0.279, 0.257, 0.332, 0.415, 0.460, 0.303, 0.320, 0.253, 0.280, -0.254, 0.423, 0.216, -0.392, 0.004, 0.186, -0.475, 0.221, 1.786, 0.132, 1.498, -1.198, -0.682, -0.355, -0.388, -0.686, -0.126, 0.692, -0.411, -0.723, 0.138, -0.111, 0.181, 0.258]}